ORCA calculation (ωB97M-V/def2-TZVPD) on a cluster of 4 separate species, C18H33ClN6 in total in a non-equilibrium geometry.

```
! RIJCOSX wB97M-V def2-TZVPD def2/J DEFGRID3
* xyz 1 2
C -6.44 -2.34 3.01
C -5.54 -3.61 2.81
N -4.20 -3.30 2.48
C -3.30 -2.69 3.28
C -2.15 -2.43 2.55
N -2.47 -2.80 1.28
C -3.72 -3.21 1.20
C -1.56 -2.60 0.14
H -7.38 -2.46 3.55
H -6.75 -1.95 2.03
H -5.94 -1.47 3.43
H -5.95 -4.32 2.08
H -5.54 -4.17 3.75
H -3.59 -2.43 4.29
H -1.27 -1.82 2.72
H -4.23 -3.56 0.31
H -1.35 -3.61 -0.21
H -0.64 -2.10 0.43
H -1.99 -2.06 -0.70
C 1.62 -0.43 -1.11
C 2.89 -0.55 -1.93
N 2.76 -0.95 -3.33
C 1.72 -1.70 -3.85
C 2.09 -2.23 -5.11
N 3.35 -1.83 -5.37
C 3.74 -1.06 -4.27
C 4.03 -2.22 -6.59
H 1.05 0.46 -1.37
H 1.71 -0.37 -0.03
H 0.91 -1.24 -1.29
H 3.35 -1.41 -1.45
H 3.46 0.37 -1.81
H 0.82 -1.87 -3.28
H 1.55 -2.88 -5.79
H 4.73 -0.69 -4.05
H 3.63 -1.66 -7.43
H 3.99 -3.29 -6.79
H 5.08 -1.97 -6.46
C 0.42 3.30 -1.01
C 0.79 4.69 -0.40
N 0.95 4.72 1.06
C 1.08 5.80 1.92
C 1.41 5.42 3.19
N 1.40 4.02 3.22
C 1.10 3.64 1.88
C 1.72 3.23 4.35
H 0.31 3.40 -2.09
H -0.53 2.90 -0.65
H 1.19 2.57 -0.77
H 0.07 5.40 -0.80
H 1.73 4.96 -0.88
H 0.96 6.81 1.55
H 1.63 5.99 4.08
H 1.14 2.61 1.58
H 1.59 3.81 5.26
H 2.72 2.81 4.21
H 0.96 2.45 4.47
Cl 0.91 -0.08 2.68
*
```

molecular weight = 368.96 g/mol
energy relative to the best compared isomer or geometry (same formula, charge and spin) = 0.0 kJ/mol
calculated total energy = -1494.0305 hartree
E_LUMO (alpha / beta) = -2.2 / -2.2 eV

Mulliken population analysis, charges in e, atoms 1 to 5: atom 1 (C): -1.011, atom 2 (C): -0.610, atom 3 (N): 0.176, atom 4 (C): -0.487, atom 5 (C): -0.140